Record 1
{
  "formula": "C39H81F5N3O14P3S",
  "method": "ωB97M-V with the def2-TZVPD basis set",
  "gap_ha": 0.301,
  "smiles": "CCCCCC[C@@](OC[C@H](N)NS(=O)(=O)C(F)(F)C(F)(F)F)(PP(=O)(O)O)P(N)O.C1CCOC1.C1CCOC1.C1CCOC1.C1CCOC1.C1CCOC1.C1CCOC1.C1CCOC1",
  "species": ["C", "C", "C", "C", "C", "C", "C", "O", "C", "C", "N", "N", "S", "O", "O", "C", "F", "F", "C", "F", "F", "F", "P", "P", "O", "O", "O", "P", "N", "O", "H", "H", "H", "H", "H", "H", "H", "H", "H", "H", "H", "H", "H", "H", "H", "H", "H", "H", "H", "H", "H", "H", "H", "H", "H", "C", "C", "C", "O", "C", "H", "H", "H", "H", "H", "H", "H", "H", "C", "C", "C", "O", "C", "H", "H", "H", "H", "H", "H", "H", "H", "C", "C", "C", "O", "C", "H", "H", "H", "H", "H", "H", "H", "H", "C", "C", "C", "O", "C", "H", "H", "H", "H", "H", "H", "H", "H", "C", "C", "C", "O", "C", "H", "H", "H", "H", "H", "H", "H", "H", "C", "C", "C", "O", "C", "H", "H", "H", "H", "H", "H", "H", "H", "C", "C", "C", "O", "C", "H", "H", "H", "H", "H", "H", "H", "H"],
  "coordinates": [[-5.701, 2.577, 4.393], [-4.145, 2.925, 4.631], [-3.461, 3.418, 3.256], [-2.627, 2.246, 2.525], [-1.170, 2.736, 2.019], [-1.404, 3.662, 0.747], [-0.089, 4.145, -0.026], [0.208, 3.323, -1.215], [1.007, 2.170, -0.872], [0.879, 0.910, -1.866], [0.005, 1.096, -3.038], [0.572, -0.284, -1.016], [-0.684, -1.270, -1.616], [-0.419, -1.877, -2.979], [-0.765, -2.460, -0.676], [-2.384, -0.468, -1.511], [-3.153, -1.180, -0.554], [-2.346, 0.863, -1.040], [-3.234, -0.610, -2.883], [-2.559, -0.136, -3.997], [-3.480, -1.984, -3.021], [-4.446, 0.106, -2.798], [-0.569, 5.860, -0.780], [-2.203, 5.531, -2.216], [-2.534, 6.912, -2.806], [-3.543, 4.869, -1.384], [-1.689, 4.429, -3.445], [1.425, 4.522, 1.052], [0.904, 5.696, 2.295], [1.945, 3.179, 1.969], [-5.864, 2.001, 3.407], [-6.336, 3.533, 4.394], [-6.034, 1.887, 5.237], [-3.623, 1.979, 5.018], [-4.060, 3.737, 5.434], [-2.769, 4.303, 3.437], [-4.274, 3.768, 2.544], [-2.501, 1.409, 3.300], [-3.260, 1.810, 1.690], [-0.700, 3.323, 2.869], [-0.580, 1.786, 1.833], [-2.168, 3.155, 0.063], [-1.933, 4.613, 1.123], [0.706, 1.815, 0.163], [2.106, 2.505, -0.848], [1.935, 0.737, -2.287], [0.562, 1.468, -3.820], [-0.832, 1.650, -2.841], [1.417, -0.891, -1.008], [0.585, 6.374, -1.454], [-3.616, 3.930, -1.681], [-2.533, 3.977, -3.696], [0.145, 6.290, 1.940], [0.661, 5.217, 3.172], [2.903, 3.219, 2.156], [-2.394, -4.858, 2.032], [-1.297, -3.815, 2.048], [-1.833, -2.811, 3.049], [-2.629, -3.547, 3.990], [-2.839, -4.871, 3.482], [-2.064, -5.837, 1.679], [-3.216, -4.522, 1.391], [-0.369, -4.259, 2.424], [-1.094, -3.375, 1.071], [-2.484, -2.075, 2.564], [-1.039, -2.279, 3.577], [-2.230, -5.560, 4.078], [-3.890, -5.146, 3.597], [3.421, -4.540, 0.032], [4.627, -3.662, 0.294], [4.363, -2.482, -0.620], [2.937, -2.345, -0.718], [2.320, -3.515, -0.158], [3.209, -5.246, 0.835], [3.568, -5.106, -0.892], [4.628, -3.334, 1.339], [5.580, -4.153, 0.090], [4.752, -2.663, -1.626], [4.796, -1.553, -0.241], [1.871, -3.232, 0.800], [1.528, -3.868, -0.822], [1.957, 5.403, -5.163], [1.221, 4.863, -6.370], [1.590, 3.393, -6.335], [1.788, 3.051, -4.956], [1.835, 4.253, -4.183], [1.545, 6.337, -4.778], [3.010, 5.571, -5.413], [0.142, 4.979, -6.227], [1.495, 5.349, -7.308], [2.529, 3.204, -6.866], [0.814, 2.755, -6.765], [0.905, 4.313, -3.610], [2.673, 4.207, -3.483], [1.208, -9.385, -0.442], [0.718, -8.886, -1.785], [1.193, -7.446, -1.778], [2.394, -7.409, -0.993], [2.530, -8.657, -0.300], [1.311, -10.470, -0.388], [0.518, -9.066, 0.346], [1.213, -9.439, -2.589], [-0.361, -8.978, -1.921], [0.460, -6.787, -1.300], [1.399, -7.068, -2.781], [3.344, -9.216, -0.774], [2.797, -8.471, 0.743], [-6.906, -1.946, 2.331], [-7.419, -1.437, 1.002], [-7.005, 0.021, 1.042], [-5.807, 0.092, 1.826], [-5.616, -1.166, 2.491], [-6.757, -3.026, 2.361], [-7.607, -1.675, 3.128], [-6.902, -1.950, 0.184], [-8.493, -1.572, 0.863], [-7.766, 0.637, 1.535], [-6.817, 0.431, 0.047], [-4.780, -1.679, 2.003], [-5.356, -0.993, 3.537], [3.044, 7.691, 5.637], [2.065, 7.680, 6.791], [0.901, 6.901, 6.208], [1.454, 5.975, 5.262], [2.825, 6.321, 5.025], [4.078, 7.861, 5.940], [2.764, 8.469, 4.920], [2.494, 7.133, 7.637], [1.781, 8.675, 7.136], [0.212, 7.560, 5.670], [0.339, 6.355, 6.969], [3.451, 5.564, 5.513], [3.029, 6.302, 3.952], [6.183, -5.429, -5.298], [7.274, -4.380, -5.268], [6.731, -3.392, -4.254], [5.941, -4.144, -3.323], [5.738, -5.463, -3.849], [6.518, -6.401, -5.663], [5.359, -5.090, -5.934], [8.204, -4.823, -4.898], [7.475, -3.927, -6.239], [6.077, -2.653, -4.729], [7.523, -2.863, -3.719], [6.351, -6.156, -3.262], [4.689, -5.745, -3.737]],
  "lowdin_charge": [-0.132, -0.244, -0.208, -0.191, -0.197, -0.227, -0.765, -0.268, -0.159, -0.344, 0.072, -0.075, 0.833, -0.315, -0.350, -0.313, 0.057, 0.051, -0.386, 0.116, 0.116, 0.102, 0.871, 0.453, -0.384, -0.208, -0.235, 0.859, -0.164, -0.330, 0.064, 0.077, 0.067, 0.098, 0.101, 0.099, 0.107, 0.105, 0.100, 0.098, 0.105, 0.096, 0.098, 0.097, 0.123, 0.168, 0.083, 0.064, 0.093, -0.059, 0.063, 0.067, 0.004, 0.018, 0.056, -0.171, -0.177, -0.197, -0.145, -0.210, 0.111, 0.114, 0.116, 0.068, 0.101, 0.118, 0.115, 0.113, -0.170, -0.165, -0.189, -0.168, -0.193, 0.115, 0.105, 0.114, 0.115, 0.104, 0.117, 0.119, 0.113, -0.167, -0.171, -0.196, -0.162, -0.211, 0.116, 0.116, 0.115, 0.115, 0.118, 0.119, 0.084, 0.122, -0.178, -0.178, -0.200, -0.160, -0.203, 0.114, 0.115, 0.116, 0.115, 0.118, 0.118, 0.117, 0.117, -0.170, -0.175, -0.203, -0.170, -0.197, 0.114, 0.117, 0.115, 0.114, 0.118, 0.114, 0.103, 0.122, -0.176, -0.178, -0.200, -0.171, -0.214, 0.114, 0.118, 0.116, 0.114, 0.119, 0.118, 0.117, 0.101, -0.178, -0.179, -0.205, -0.157, -0.201, 0.114, 0.117, 0.116, 0.114, 0.119, 0.118, 0.118, 0.116]
}

=====

Record 2
{
  "formula": "C22H60N2O8",
  "method": "ωB97M-V with the def2-TZVPD basis set",
  "spin_multiplicity": 2,
  "relative_energy_ev": 0.000,
  "total_charge": -1,
  "gap_ha": [0.065, 0.353],
  "species": ["C", "O", "N", "N", "H", "H", "H", "H", "C", "C", "C", "O", "H", "H", "H", "H", "H", "H", "H", "H", "C", "C", "C", "O", "H", "H", "H", "H", "H", "H", "H", "H", "C", "C", "C", "O", "H", "H", "H", "H", "H", "H", "H", "H", "C", "C", "C", "O", "H", "H", "H", "H", "H", "H", "H", "H", "C", "C", "C", "O", "H", "H", "H", "H", "H", "H", "H", "H", "C", "C", "C", "O", "H", "H", "H", "H", "H", "H", "H", "H", "C", "C", "C", "O", "H", "H", "H", "H", "H", "H", "H", "H"],
  "coordinates": [[4.052, 1.483, 1.687], [4.858, 2.381, 1.846], [3.170, 1.089, 2.609], [4.016, 0.716, 0.614], [2.432, 0.408, 2.506], [3.211, 1.629, 3.461], [3.165, 0.193, 0.469], [4.778, 0.811, -0.042], [-3.458, 3.425, -1.236], [-2.666, 4.669, -1.555], [-2.911, 5.799, -0.534], [-1.277, 4.359, -1.574], [-2.921, 2.808, -0.516], [-3.633, 2.768, -2.088], [-4.450, 3.713, -0.888], [-2.958, 4.972, -2.561], [-2.070, 6.492, -0.573], [-3.136, 5.367, 0.441], [-3.706, 6.422, -0.945], [-1.174, 3.612, -2.169], [1.401, -2.416, -2.997], [0.303, -3.167, -3.829], [-0.351, -4.300, -2.972], [-0.820, -2.258, -4.040], [1.764, -1.519, -3.500], [2.306, -2.991, -2.802], [1.095, -2.149, -1.986], [0.649, -3.553, -4.788], [-1.229, -4.699, -3.480], [-0.692, -3.898, -2.018], [0.314, -5.130, -2.733], [-1.518, -2.612, -4.596], [-4.035, -1.860, -1.396], [-4.883, -1.101, -0.340], [-4.325, 0.297, -0.007], [-6.196, -0.997, -0.753], [-3.052, -1.939, -0.932], [-3.891, -1.361, -2.355], [-4.362, -2.878, -1.609], [-5.028, -1.694, 0.563], [-5.012, 1.059, 0.359], [-4.002, 0.717, -0.960], [-3.567, 0.244, 0.775], [-6.708, -0.502, -0.109], [2.241, -4.657, 0.068], [1.220, -4.567, 1.180], [1.831, -4.798, 2.556], [0.555, -3.291, 1.136], [3.045, -3.937, 0.219], [1.828, -4.428, -0.914], [2.680, -5.654, 0.100], [0.464, -5.282, 0.855], [2.414, -5.716, 2.480], [1.007, -5.010, 3.237], [2.338, -3.925, 2.969], [-0.103, -3.332, 1.834], [2.896, 1.075, -2.845], [2.644, 2.208, -3.805], [3.892, 3.028, -4.143], [2.258, 1.694, -5.091], [1.940, 0.626, -2.577], [3.276, 1.547, -1.939], [3.554, 0.309, -3.256], [1.892, 2.866, -3.369], [4.371, 3.478, -3.273], [3.765, 3.734, -4.963], [4.675, 2.329, -4.437], [2.273, 2.385, -5.758], [0.369, 0.683, 4.620], [0.048, 0.506, 6.120], [0.313, 1.772, 6.947], [-1.313, 0.247, 6.264], [-0.107, 1.550, 4.160], [0.264, -0.259, 4.082], [1.431, 0.911, 4.526], [0.624, -0.270, 6.625], [-0.004, 1.703, 7.988], [-0.076, 2.674, 6.476], [1.391, 1.934, 6.985], [-1.429, 0.084, 7.203], [0.079, 1.561, 0.902], [-0.343, 0.098, 0.866], [-0.630, -0.434, -0.526], [0.810, -0.573, 1.420], [-0.551, 2.238, 0.325], [1.033, 1.598, 0.376], [0.277, 1.974, 1.891], [-1.206, -0.010, 1.522], [-1.523, 0.037, -0.938], [-0.728, -1.519, -0.562], [0.079, -0.075, -1.272], [0.756, -1.522, 1.287]],
  "lowdin_charge": [-0.764, 0.009, 0.163, 0.159, 0.066, 0.098, 0.088, 0.109, -0.082, -0.498, -0.045, -0.060, 0.070, 0.075, 0.084, 0.125, 0.075, 0.081, 0.072, 0.080, -0.049, -0.398, -0.084, -0.092, 0.054, 0.070, 0.054, 0.122, 0.063, 0.065, 0.062, 0.072, -0.057, -0.518, -0.069, -0.067, 0.052, 0.076, 0.067, 0.113, 0.069, 0.054, 0.068, 0.082, -0.087, -0.516, -0.120, -0.195, 0.078, 0.042, 0.074, 0.114, 0.066, 0.040, 0.076, 0.015, -0.055, -0.478, -0.069, -0.065, 0.059, 0.069, 0.090, 0.129, 0.077, 0.073, 0.079, 0.072, -0.053, -0.526, -0.087, -0.089, 0.079, 0.070, 0.049, 0.121, 0.067, 0.077, 0.068, 0.078, -0.046, -0.452, -0.049, -0.108, 0.061, 0.066, 0.063, 0.114, 0.064, 0.064, 0.063, 0.025]
}

=====

Record 3
{
  "formula": "C19H34O3",
  "method": "ωB97M-V with the def2-TZVPD basis set",
  "relative_energy_ev": 0.125,
  "gap_ha": 0.336,
  "smiles": "COC(C)(C)CCC[C@H](C)C/C=C/C(C)=C/C(=O)OC(C)C",
  "species": ["C", "O", "C", "C", "H", "H", "H", "C", "H", "H", "H", "C", "C", "H", "C", "H", "H", "C", "C", "H", "H", "H", "H", "C", "C", "C", "C", "C", "C", "O", "O", "C", "C", "H", "H", "H", "C", "H", "H", "H", "H", "H", "C", "H", "H", "H", "H", "H", "H", "H", "H", "H", "H", "H", "H", "H"],
  "coordinates": [[3.240, 2.975, -3.450], [2.547, 1.830, -3.028], [3.105, 1.075, -1.953], [4.494, 0.522, -2.306], [4.762, -0.266, -1.607], [4.491, 0.116, -3.314], [5.251, 1.301, -2.245], [3.195, 1.906, -0.664], [2.233, 2.365, -0.447], [3.471, 1.264, 0.168], [3.945, 2.689, -0.750], [2.098, -0.068, -1.725], [1.906, -0.973, -2.941], [1.730, -0.332, -3.806], [0.718, -1.925, -2.784], [0.474, -2.351, -3.761], [-0.148, -1.347, -2.455], [0.959, -3.080, -1.803], [1.789, -4.184, -2.456], [1.248, -4.625, -3.291], [2.729, -3.789, -2.831], [2.015, -4.972, -1.741], [1.511, -2.715, -0.933], [-0.376, -3.664, -1.327], [-1.212, -2.795, -0.442], [-0.819, -1.680, 0.177], [-1.636, -0.847, 1.042], [-1.059, 0.259, 1.558], [-1.571, 1.303, 2.446], [-0.903, 2.272, 2.739], [-2.818, 1.118, 2.913], [-3.343, 2.123, 3.792], [-4.860, 2.060, 3.684], [-5.216, 1.088, 4.017], [-5.305, 2.832, 4.303], [-5.171, 2.210, 2.653], [-2.856, 1.871, 5.216], [-3.269, 2.621, 5.885], [-1.771, 1.929, 5.250], [-3.170, 0.884, 5.548], [-2.972, 3.097, 3.449], [-0.030, 0.468, 1.291], [-3.049, -1.270, 1.288], [-3.062, -2.251, 1.761], [-3.580, -1.346, 0.339], [-3.564, -0.564, 1.926], [0.192, -1.328, 0.041], [-2.221, -3.161, -0.307], [-0.184, -4.596, -0.781], [-0.973, -3.938, -2.202], [2.814, -1.548, -3.126], [2.432, -0.651, -0.865], [1.139, 0.393, -1.483], [4.253, 2.742, -3.797], [3.296, 3.739, -2.668], [2.665, 3.371, -4.286]],
  "lowdin_charge": [-0.100, -0.156, -0.580, -0.026, 0.090, 0.087, 0.078, -0.027, 0.092, 0.087, 0.075, -0.146, -0.179, 0.117, -0.174, 0.118, 0.110, -0.392, -0.069, 0.082, 0.070, 0.077, 0.125, -0.173, -0.070, -0.071, -0.240, 0.050, -0.475, 0.095, -0.017, -0.405, -0.038, 0.082, 0.082, 0.082, -0.032, 0.083, 0.079, 0.085, 0.144, 0.114, -0.032, 0.094, 0.092, 0.065, 0.091, 0.104, 0.122, 0.125, 0.103, 0.116, 0.122, 0.086, 0.085, 0.092]
}